C4H7N3O | ωB97M-V/def2-TZVPD

Results
HOMO energy: -8.652 eV
strongest force on any atom: 8.2 eV/Å
energy above the lowest of the compared OMol25 structures with the same formula, charge and spin: 717.2 kJ/mol
net charge: 0
orbital gap: 9.33 eV
multiplicity: 1
LUMO: 0.68 eV
SMILES: C/N=c1/cnon1C

Bonds (Å) are listed after each position.
Geometry (Å):
1 O 2.157 0.325 0.198  N5 1.340, N15 1.408
2 H -0.474 2.345 0.244  C7 1.173
3 H -3.169 -1.023 -0.061  C6 1.330
4 H -2.178 0.668 -0.323  C6 1.217
5 N 2.437 -0.985 0.186  O1 1.340, C14 1.191
6 C -2.029 -0.404 0.234  H3 1.330, H4 1.217, N9 1.440, H11 1.300
7 C 0.443 1.737 -0.161  H2 1.173, H10 1.259, H12 1.214, N15 1.486
8 H 1.782 -2.677 -0.497  C14 1.149
9 N -0.938 -1.263 -0.147  C6 1.440, C13 1.250
10 H 0.108 1.502 -1.351  C7 1.259
11 H -2.127 -0.318 1.528  C6 1.300
12 H 1.497 2.303 0.044  C7 1.214
13 C 0.256 -0.903 -0.061  N9 1.250, C14 1.437, N15 1.373
14 C 1.484 -1.649 -0.076  N5 1.191, H8 1.149, C13 1.437
15 N 0.750 0.341 0.246  O1 1.408, C7 1.486, C13 1.373